w:
Entry from the Open Molecules 2025 dataset: a 2-piece molecular cluster, C7H14N2 overall (ωB97M-V/def2-TZVPD).

Element x y z (Å)
1 N 0.49786 -0.14755 -0.95071
2 N -0.29711 -1.48590 -2.48881
3 C 0.92618 -1.42609 -0.68803
4 C -0.25307 -0.21691 -2.02278
5 C -0.44733 2.42366 0.90298
6 C 0.71966 -1.56362 1.77059
7 C 0.49240 -2.26840 -1.67507
8 C -1.80528 2.94121 0.42528
9 C 1.69110 -1.65498 0.57561
10 H -0.88662 -1.84816 -3.21574
11 H -2.50798 2.13333 0.28164
12 H 0.58820 -3.31604 -1.89309
13 H -0.87487 0.53871 -2.47453
14 H 0.37536 -2.55881 2.08430
15 H -2.24276 3.55408 1.21157
16 H 0.39726 2.50896 0.22422
17 H -0.04616 3.00250 1.73704
18 H -1.66912 3.55099 -0.45483
19 H -0.18569 -1.03590 1.49833
20 H 2.39162 -0.82488 0.71560
21 H 2.39190 -2.48966 0.58512
22 H -0.48676 1.38034 1.19175
23 H 1.23122 -1.19689 2.65956

Calculated values
SMILES = CCc1c[nH]cn1.CC
orbital gap = 9.5321 eV

Here are the Löwdin charges for atoms 1 to 6, given in e: 0.106, 0.033, -0.327, -0.189, -0.183, -0.099

***

x:
Entry from the Open Molecules 2025 dataset: C7H14N2 as an isolated structure (ωB97M-V/def2-TZVPD).

Element x y z (Å)
1 N -0.41048 0.37119 -2.48041
2 N 0.60178 1.97682 -0.95771
3 C -0.90247 0.98516 -1.59203
4 C -0.50318 -1.41253 0.79024
5 C 0.89787 -0.99026 0.66814
6 C 1.46233 -0.11267 1.50133
7 C 1.64035 -1.58451 -0.49353
8 C -1.18916 -1.50166 1.92538
9 C -2.05816 1.37048 -0.77629
10 H -2.24158 2.44247 -0.84590
11 H -0.74615 -1.26805 2.88260
12 H 1.00189 1.39149 -1.80716
13 H 2.67897 -1.25914 -0.51170
14 H -1.88020 1.11962 0.26961
15 H 0.65042 2.99044 -1.02789
16 H 1.61836 -2.67415 -0.44117
17 H -2.93011 0.82700 -1.14035
18 H 0.91402 0.33604 2.31642
19 H 2.50287 0.16328 1.40865
20 H 0.92754 1.63853 -0.05472
21 H -2.21517 -1.83744 1.93898
22 H 1.15826 -1.28642 -1.42678
23 H -0.97799 -1.68569 -0.14571

Calculated values
orbital gap = 9.1151 eV

Here are the Löwdin charges for atoms 1 to 6, given in e: 0.065, 0.066, -0.458, -0.169, -0.389, 0.018

***

In order of decreasing stability: w, x.

***

w:
Entry from the Open Molecules 2025 dataset: a 2-piece molecular cluster, C7H14N2 overall (ωB97M-V/def2-TZVPD).

Element x y z (Å)
1 N 1.47749 2.04730 2.51315
2 N 0.42628 2.09481 0.57934
3 C 2.07718 1.06776 -0.96343
4 C 1.65580 1.51039 0.40492
5 C 0.33656 2.38376 1.85187
6 C -2.71421 -1.62153 0.03141
7 C -1.94143 -2.29520 -1.08546
8 C 2.32680 1.50326 1.60225
9 C -0.68405 -1.58064 -1.57799
10 H 3.23953 0.99530 1.76171
11 H 1.73686 0.03842 -1.05485
12 H -2.73267 -0.53222 -0.04188
13 H 1.69845 2.11589 3.49032
14 H -0.32926 -0.73096 -0.98938
15 H 0.25133 -2.15542 -1.57302
16 H 3.16096 1.11475 -1.10669
17 H -0.43837 2.99714 2.28455
18 H -3.73082 -1.99549 0.00007
19 H -2.57721 -2.35155 -1.95680
20 H -1.79271 -3.36329 -0.90934
21 H -0.84105 -1.21453 -2.59191
22 H -2.31732 -1.80612 1.03204
23 H 1.71186 1.77815 -1.70087

Calculated values
SMILES = Cc1c[nH]cn1.CCC
orbital gap = 9.4486 eV

Here are the Löwdin charges for atoms 1 to 6, given in e: 0.040, 0.087, -0.043, -0.361, -0.203, -0.125

***

x:
Entry from the Open Molecules 2025 dataset: a 2-piece molecular cluster, C7H14N2 overall (ωB97M-V/def2-TZVPD).

Element x y z (Å)
1 N -1.02953 -0.88164 0.18937
2 N 0.04699 -2.77543 0.44412
3 C 2.20865 2.37663 -0.12124
4 C 1.14028 1.61487 0.64536
5 C -0.45342 -1.70250 1.06003
6 C -0.00102 2.21848 1.45693
7 C -0.44790 -2.81490 -0.85928
8 C -1.14406 -1.63933 -0.97885
9 C -2.03518 -1.12983 -2.03405
10 H -0.99622 1.94819 1.08868
11 H 0.41419 -3.53653 0.99189
12 H 0.64423 0.95538 -0.07483
13 H -2.48722 -1.97712 -2.55819
14 H 0.12040 3.24667 1.80124
15 H -0.12392 -3.69396 -1.37903
16 H 2.78119 3.02364 0.54768
17 H -1.54929 -0.48749 -2.77113
18 H 1.72147 2.94079 -0.91809
19 H 2.90688 1.73797 -0.66282
20 H 1.65953 0.90707 1.30863
21 H -0.10993 1.66412 2.39343
22 H -2.86045 -0.51062 -1.68313
23 H -0.40567 -1.48443 2.11328

Calculated values
SMILES = Cc1c[nH]cn1.CCC
orbital gap = 9.5366 eV

Here are the Löwdin charges for atoms 1 to 6, given in e: 0.093, 0.026, -0.126, -0.338, -0.206, -0.126

***

In order of decreasing stability: w, x.